[1]
ORCA calculation (the ωB97M-V functional and the def2-TZVPD basis) on 2 unconnected molecules or ions with the total composition CHF2NO3 at a distorted geometry.

Geometry (Å):
O -0.884 -0.193 -0.079
C -1.210 0.927 -0.027
F -1.585 1.559 1.062
F -1.340 1.755 -1.031
O 2.183 2.219 -0.139
N 1.385 1.345 -0.109
O 1.910 0.083 0.036
H 1.154 -0.535 0.034

Output
Calculated total energy = -14118.2466 eV
SMILES = O=C(F)F.O=NO
Max |F| = 1.74 eV/A
Energy above the lowest of the compared OMol25 structures with the same formula, charge and spin = 0.0 kJ/mol
LUMO = 0.002 Ha

So, what does the natural (NBO) scheme give us? The charges, in e, come out as:
1. O -0.584
2. C 1.159
3. F -0.295
4. F -0.289
5. O -0.267
6. N 0.310
7. O -0.535
8. H 0.502



[2]
ORCA calculation (the ωB97M-V functional and the def2-TZVPD basis) on C4H3N3 in the gas phase at a distorted geometry.

Geometry (Å):
N -1.731 -0.915 2.695
C -1.150 -0.564 1.759
C -0.445 -0.131 0.592
N -1.040 0.642 -0.271
C -0.196 0.807 -1.335
C 1.010 0.244 -1.011
N 0.823 -0.467 0.270
H -0.592 1.311 -2.229
H 2.000 0.188 -1.409
H 1.321 -1.115 0.939

Output
Calculated total energy = -8665.7738 eV
SMILES = N#Cc1ncc[nH]1
Max |F| = 2.66 eV/A
Energy above the lowest of the compared OMol25 structures with the same formula, charge and spin = 61.5 kJ/mol
LUMO = 0.022 Ha

So, what does the natural (NBO) scheme give us? The charges, in e, come out as:
1. N -0.271
2. C 0.241
3. C 0.219
4. N -0.408
5. C -0.085
6. C -0.081
7. N -0.526
8. H 0.235
9. H 0.225
10. H 0.449



[3]
ORCA calculation (the ωB97M-V functional and the def2-TZVPD basis) on C21H29ClN4O in the gas phase.

Geometry (Å):
C -3.328 -3.688 0.913
C -2.541 -3.308 -0.337
C -3.490 -3.063 -1.506
C -1.667 -2.068 -0.072
N -2.482 -0.919 0.296
C -2.262 -0.420 1.638
C -1.024 0.479 1.755
N -1.150 1.572 0.810
C -0.153 2.621 0.977
C 1.257 2.158 0.744
C 2.046 1.614 1.756
N 3.247 1.118 1.540
C 3.710 1.145 0.291
C 5.039 0.586 0.043
C 5.575 0.591 -1.244
C 6.829 0.066 -1.482
C 7.554 -0.469 -0.427
Cl 9.124 -1.127 -0.719
C 7.037 -0.483 0.861
C 5.782 0.044 1.091
N 3.045 1.652 -0.746
C 1.844 2.145 -0.520
C -1.228 1.047 -0.541
C -2.482 0.169 -0.672
C -3.764 1.001 -0.521
C -4.091 1.847 -1.753
O -3.229 2.947 -1.932
H -2.656 -3.909 1.740
H -3.978 -2.865 1.201
H -3.940 -4.567 0.726
H -1.867 -4.133 -0.596
H -2.934 -2.827 -2.411
H -4.094 -3.947 -1.697
H -4.152 -2.233 -1.274
H -1.078 -1.859 -0.972
H -0.959 -2.309 0.728
H -3.143 0.157 1.933
H -2.169 -1.266 2.321
H -0.114 -0.122 1.571
H -0.966 0.890 2.767
H -0.400 3.420 0.271
H -0.253 3.007 1.996
H 1.702 1.584 2.784
H 4.993 1.013 -2.048
H 7.248 0.068 -2.476
H 7.615 -0.903 1.669
H 5.358 0.046 2.083
H 1.333 2.556 -1.383
H -0.338 0.442 -0.796
H -1.294 1.876 -1.246
H -2.487 -0.279 -1.671
H -3.664 1.662 0.342
H -4.593 0.316 -0.340
H -5.131 2.200 -1.678
H -3.997 1.252 -2.665
H -3.244 3.474 -1.124

Output
Calculated total energy = -42778.1957 eV
SMILES = CC(C)CN1CCN(Cc2cnc(-c3ccc(Cl)cc3)nc2)C[C@@H]1CCO
Max |F| = 0.68 eV/A
Energy above the lowest of the compared OMol25 structures with the same formula, charge and spin = 24.5 kJ/mol
LUMO = 0.006 Ha

So, what does the natural (NBO) scheme give us? The charges, in e, come out as:
1. C -0.612
2. C -0.215
3. C -0.611
4. C -0.210
5. N -0.481
6. C -0.205
7. C -0.252
8. N -0.452
9. C -0.219
10. C -0.137
11. C 0.086
12. N -0.452
13. C 0.366
14. C -0.036
15. C -0.169
16. C -0.241
17. C -0.026
18. Cl 0.008
19. C -0.237
20. C -0.180
21. N -0.451
22. C 0.088
23. C -0.260
24. C -0.026
25. C -0.450
26. C -0.056
27. O -0.722
28. H 0.201
29. H 0.212
30. H 0.208
31. H 0.194
32. H 0.202
33. H 0.209
34. H 0.208
35. H 0.189
36. H 0.189
37. H 0.197
38. H 0.205
39. H 0.167
40. H 0.201
41. H 0.206
42. H 0.205
43. H 0.194
44. H 0.239
45. H 0.227
46. H 0.227
47. H 0.240
48. H 0.197
49. H 0.169
50. H 0.229
51. H 0.205
52. H 0.211
53. H 0.223
54. H 0.161
55. H 0.174
56. H 0.463



[4]
ORCA calculation (the ωB97M-V functional and the def2-TZVPD basis) on a molecular structure, C35H50AsF3Ge2IrN3OSi2 at a distorted geometry.

Geometry (Å):
Ir -0.475 0.699 1.335
C -1.445 -0.710 5.403
Si -2.986 -0.840 4.384
C -4.287 0.418 4.799
C -3.694 -2.560 4.456
As -2.402 -0.597 2.073
Si -4.375 -0.098 0.841
C -3.877 -0.348 -0.927
C -5.725 -1.274 1.333
C -4.804 1.677 1.174
H -1.688 -0.842 6.461
H -0.962 0.261 5.294
H -0.722 -1.482 5.130
H -4.584 0.317 5.846
H -5.177 0.277 4.183
H -3.923 1.436 4.651
H -4.059 -2.772 5.464
H -2.946 -3.316 4.205
H -4.533 -2.677 3.766
H -3.628 -1.394 -1.122
H -3.001 0.260 -1.154
H -4.673 -0.053 -1.615
H -5.411 -2.314 1.221
H -6.596 -1.116 0.691
H -6.044 -1.127 2.367
H -3.963 2.329 0.927
H -5.055 1.841 2.224
H -5.662 1.979 0.568
C 2.141 4.271 1.400
Ge 0.796 4.406 -0.015
C -0.803 5.417 0.471
C 1.661 5.384 -1.470
Ge 0.064 2.012 -0.749
C -1.136 2.356 -2.259
C -1.676 1.302 -3.003
C -2.445 1.545 -4.132
C -2.689 2.850 -4.536
C -2.167 3.905 -3.804
C -1.401 3.659 -2.671
C 1.721 1.447 -1.690
C 2.946 2.064 -1.435
C 4.109 1.666 -2.088
C 4.068 0.626 -3.007
C 2.860 -0.006 -3.271
C 1.704 0.395 -2.614
H 2.195 5.248 1.888
H 3.118 4.055 0.972
H 1.908 3.527 2.156
H -0.472 6.309 1.007
H -1.480 4.862 1.111
H -1.334 5.731 -0.426
H 1.882 6.375 -1.064
H 1.020 5.505 -2.342
H 2.595 4.923 -1.785
H -1.492 0.274 -2.711
H -2.853 0.716 -4.696
H -3.290 3.044 -5.415
H -2.355 4.926 -4.113
H -1.004 4.495 -2.116
H 3.002 2.872 -0.719
H 5.044 2.175 -1.886
H 4.974 0.308 -3.507
H 2.818 -0.809 -3.998
H 0.774 -0.119 -2.833
F -1.782 1.951 3.487
C -0.585 2.015 2.831
F -0.480 3.300 2.470
F 0.360 1.788 3.750
C 0.800 -6.328 -2.966
C 1.928 -5.500 -2.408
C 1.889 -4.112 -2.426
C 2.943 -3.343 -1.947
C 4.061 -3.964 -1.408
N 5.194 -3.257 -0.924
C 5.364 -1.910 -0.706
O 6.422 -1.353 -0.894
N 4.271 -1.178 -0.243
C 3.204 -1.536 0.565
C 3.041 -2.764 1.202
C 1.889 -2.990 1.935
C 0.931 -2.005 2.040
N 1.107 -0.800 1.475
C 2.222 -0.573 0.773
C 4.111 -5.355 -1.373
C 3.061 -6.106 -1.872
H 0.084 -5.704 -3.499
H 0.269 -6.853 -2.170
H 1.178 -7.081 -3.659
H 1.020 -3.610 -2.838
H 2.898 -2.266 -2.034
H 6.078 -3.720 -1.073
H 4.397 -0.188 -0.409
H 3.806 -3.523 1.137
H 1.732 -3.942 2.421
H 0.016 -2.154 2.594
H 2.347 0.414 0.354
H 4.988 -5.848 -0.969
H 3.127 -7.188 -1.846

Output
Spin multiplicity = 2
Calculated total energy = -244237.1413 eV
Max |F| = 2.60 eV/A
Energy above the lowest of the compared OMol25 structures with the same formula, charge and spin = 288.7 kJ/mol
LUMO (spin up / spin down) = -0.192 / -0.187 Ha
Charge = +1

So, what does the Mulliken scheme give us? The charges, in e, come out as:
1. Ir 1.174
2. C -0.975
3. Si 0.465
4. C -1.013
5. C -1.054
6. As -0.217
7. Si 0.220
8. C -0.524
9. C -1.052
10. C -0.835
11. H 0.414
12. H 0.219
13. H 0.273
14. H 0.417
15. H 0.237
16. H 0.300
17. H 0.364
18. H 0.313
19. H 0.285
20. H 0.364
21. H -0.362
22. H 0.453
23. H 0.323
24. H 0.387
25. H 0.284
26. H 0.129
27. H 0.287
28. H 0.426
29. C -1.127
30. Ge 0.577
31. C -1.238
32. C -1.197
33. Ge 0.331
34. C 0.933
35. C -0.310
36. C -0.975
37. C -0.577
38. C -0.965
39. C -0.104
40. C -0.360
41. C 1.105
42. C -1.384
43. C -0.398
44. C -0.666
45. C -0.152
46. H 0.484
47. H 0.451
48. H 0.228
49. H 0.484
50. H 0.324
51. H 0.440
52. H 0.519
53. H 0.388
54. H 0.370
55. H 0.429
56. H 0.435
57. H 0.396
58. H 0.463
59. H -0.179
60. H -0.186
61. H 0.410
62. H 0.427
63. H 0.528
64. H 0.161
65. F -0.186
66. C 0.216
67. F -0.199
68. F -0.252
69. C -1.498
70. C 0.667
71. C -0.689
72. C 0.504
73. C -0.244
74. N 0.024
75. C 0.212
76. O -0.648
77. N 0.023
78. C -0.092
79. C -0.398
80. C -1.178
81. C -0.075
82. N -0.345
83. C -0.209
84. C -0.578
85. C -0.747
86. H 0.351
87. H 0.312
88. H 0.383
89. H 0.369
90. H 0.238
91. H 0.282
92. H 0.122
93. H 0.615
94. H 0.453
95. H 0.374
96. H 0.955
97. H 0.453
98. H 0.418



Q: Look up the max |F| of the second one.
A: 2.66 eV/A